No. 1
86
Properties=species:S:1:pos:R:3:forces:R:3:lowdin_charge:R:1 method="wB97M-V/def2-TZVPD" total_energy_ha=-4643.896599 orbital_gap_ha="0.15954 / 0.19714" total_charge=-1 homo_energy_ev="-2.3 / -3.4" multiplicity=4 lumo_ev="1.9961 / 1.9962" s_squared=3.765 de_lowest_kj_mol=201.4
Co -0.71907 1.40337 -0.53654 0.34 0.71 0.41 0.620
C -3.92441 1.06643 2.09512 -0.02 0.06 0.07 -0.065
C -3.03944 2.23952 2.48876 -0.03 -0.16 -0.16 -0.595
O -3.53156 2.83848 3.68158 -0.08 0.02 0.03 -0.048
P -1.32351 1.67254 2.74279 -0.05 0.17 0.16 0.491
O -0.50918 2.96774 3.10130 0.17 -0.36 0.18 -0.105
O -1.35970 0.83078 4.10592 0.05 0.14 -0.19 -0.097
O -0.79968 0.85656 1.61805 -0.03 -0.03 -0.14 -0.305
P -2.87543 3.51441 1.15206 0.04 -0.20 0.16 0.333
O -4.39800 3.94946 0.81132 0.13 0.00 0.03 -0.126
O -2.17891 4.62830 1.86439 -0.03 0.15 -0.07 -0.296
O -2.30315 2.82407 -0.04536 -0.27 -0.13 -0.17 -0.303
H -3.98020 0.33617 2.90480 0.00 0.02 0.00 0.084
H -3.51148 0.57876 1.21230 0.01 -0.02 0.00 0.055
H -4.92991 1.43092 1.88021 -0.01 0.00 0.01 0.081
H -3.23001 3.75890 3.66851 0.04 0.01 0.01 0.084
H -0.86387 3.76400 2.62906 -0.13 0.19 -0.12 0.044
H -0.56306 0.29184 4.17918 0.03 -0.10 0.03 0.088
H -4.59244 3.64071 -0.07947 -0.06 0.00 -0.07 0.066
O -0.03811 2.31342 -2.12580 0.30 -0.21 0.21 -0.235
C 1.09031 1.87560 -1.43215 -0.22 -0.23 -0.21 -0.368
C 1.96916 0.88938 -2.09763 -0.19 0.13 -0.28 -0.195
C 2.24207 1.08550 -3.46263 -0.02 -0.04 -0.13 -0.026
C 3.13338 0.28605 -4.14978 -0.02 0.00 0.07 -0.098
C 3.79198 -0.75480 -3.49324 -0.07 0.02 0.06 -0.113
C 3.50004 -0.98997 -2.16027 0.04 0.01 -0.03 -0.124
C 2.57633 -0.20349 -1.46377 0.21 -0.08 0.11 -0.308
P 2.01444 -0.60622 0.23148 0.08 0.00 0.10 1.150
C 0.97765 -2.10090 -0.08797 0.08 -0.09 0.06 -0.376
C -0.10523 -2.28352 0.76876 -0.06 -0.01 0.03 -0.123
C -0.97314 -3.35992 0.60950 0.03 0.04 -0.05 -0.100
C -0.76805 -4.26603 -0.42097 0.02 0.04 0.00 -0.123
C 0.30373 -4.08793 -1.29021 0.01 0.03 0.03 -0.096
C 1.16566 -3.01370 -1.12573 -0.01 -0.04 -0.01 -0.087
C 3.54573 -1.34935 0.94169 -0.05 0.01 -0.13 -0.359
C 3.64732 -2.64633 1.43428 0.00 -0.08 0.02 -0.095
C 4.82506 -3.09391 2.02771 -0.01 0.03 0.00 -0.105
C 5.91940 -2.25069 2.13750 -0.04 0.00 -0.02 -0.115
C 5.82447 -0.94650 1.66058 -0.03 -0.03 0.00 -0.095
C 4.65078 -0.50053 1.07708 0.01 0.05 -0.02 -0.098
H 1.73619 1.90599 -3.95708 -0.01 -0.01 0.01 0.113
H 3.33858 0.48227 -5.19691 -0.01 -0.01 0.01 0.091
H 4.50487 -1.38089 -4.01617 0.01 0.01 0.00 0.086
H 3.98716 -1.81697 -1.65333 0.02 0.04 0.04 0.099
H -0.29035 -1.54257 1.53882 0.01 -0.03 0.00 0.074
H -1.81296 -3.48117 1.28341 -0.01 0.00 0.02 0.094
H -1.44474 -5.10209 -0.55548 0.01 -0.01 0.01 0.091
H 0.46214 -4.78486 -2.10483 -0.01 0.01 -0.01 0.097
H 1.97551 -2.86411 -1.82980 -0.07 -0.04 0.04 0.092
H 2.80347 -3.32273 1.35451 0.01 0.02 -0.03 0.095
H 4.88408 -4.11028 2.39942 0.00 0.00 0.00 0.093
H 6.83938 -2.60342 2.58731 -0.01 0.01 0.02 0.090
H 6.66972 -0.27416 1.74724 0.00 0.00 -0.01 0.096
H 4.57584 0.51941 0.71365 0.00 -0.03 -0.01 0.097
C -3.76085 -4.15453 -2.89860 0.02 0.04 -0.04 -0.071
C -4.77690 -3.01801 -2.79018 0.03 -0.06 0.07 -0.409
C -5.21748 -2.81561 -1.34209 0.01 0.03 0.00 -0.075
C -4.25259 -1.71812 -3.40007 0.13 -0.01 0.08 -0.110
N -3.09764 -1.18284 -2.69059 -0.24 -0.14 -0.38 -0.093
C -3.03923 -0.34396 -1.66452 -0.06 0.08 0.53 -0.110
N -1.78701 -0.17976 -1.32951 0.30 -0.16 -0.75 0.023
N -1.06100 -0.92606 -2.21825 -0.28 0.09 0.29 0.072
N -1.84091 -1.52922 -3.02118 0.08 -0.03 -0.01 0.093
H -4.10511 -5.02508 -2.33779 -0.03 -0.01 -0.03 0.078
H -2.78924 -3.86164 -2.49391 -0.07 -0.01 0.02 0.052
H -3.60980 -4.45671 -3.93651 0.02 0.03 0.00 0.080
H -5.65425 -3.27455 -3.39205 -0.05 -0.02 0.03 0.132
H -4.35305 -2.68135 -0.68666 -0.01 0.01 -0.01 0.076
H -5.76606 -3.68725 -0.98450 0.02 -0.01 0.00 0.079
H -5.86809 -1.94409 -1.23249 -0.01 -0.01 0.00 0.078
H -5.02421 -0.94882 -3.38044 -0.01 0.02 -0.01 0.128
H -3.94249 -1.86684 -4.43266 0.04 0.00 -0.01 0.128
H -3.89229 0.09422 -1.17454 0.04 0.08 -0.06 0.139
O 1.07820 3.87370 0.20980 0.07 -0.13 0.06 0.171
B 1.66448 2.68096 -0.32138 0.06 0.26 0.25 -0.556
O 2.85994 2.39781 0.42513 -0.09 0.06 -0.07 0.128
C 2.93622 3.36260 1.38065 0.03 -0.13 -0.07 -0.206
C 3.87932 3.51172 2.36755 0.04 0.06 0.11 -0.006
C 3.72550 4.59748 3.24104 -0.02 -0.03 -0.06 -0.114
C 2.66238 5.47874 3.10735 -0.03 -0.03 -0.05 -0.110
C 1.70638 5.31505 2.09543 0.06 0.10 0.15 -0.006
C 1.86991 4.24814 1.24723 -0.15 0.00 -0.11 -0.220
H 4.69718 2.80901 2.46600 -0.01 0.01 0.01 0.107
H 4.44703 4.74557 4.03489 0.00 0.00 0.00 0.088
H 2.56286 6.30399 3.80149 0.00 0.00 0.00 0.089
H 0.85993 5.98192 1.98827 0.02 -0.01 -0.01 0.119

No. 2
57
Properties=species:S:1:pos:R:3:forces:R:3:nbo_charge:R:1 method="wB97M-V/def2-TZVPD" total_energy_ha=-2167.041360 orbital_gap_ha=0.18953 total_charge=-1 homo_energy_ev=-2.7 lumo_ev=2.4900 de_lowest_kj_mol=36.6
C -2.84609 0.04821 -4.15034 -0.19 0.34 -0.37 -0.652
C -1.66824 1.00201 -4.18622 -0.17 -0.17 0.69 -0.270
I -2.39473 2.95361 -4.82598 0.09 0.00 -0.25 -0.023
C -0.85678 1.06342 -2.89370 0.89 -1.76 -0.98 -0.282
I -1.91915 2.19862 -1.26399 -0.30 0.66 0.59 -0.206
C -0.47047 -0.28463 -2.44243 0.67 0.56 -0.81 -0.930
P 1.25590 -0.34891 -1.93658 -0.04 0.56 -0.08 0.748
C 1.18085 -0.89254 -0.17220 0.02 -0.17 0.10 -0.951
C 1.90641 -1.78911 -2.91017 -0.43 -0.04 0.03 -0.939
H -3.36062 0.06541 -5.11117 -0.07 -0.03 -0.02 0.201
H -2.50325 -0.96393 -3.96307 0.01 -0.07 0.18 0.229
H -3.55118 0.35158 -3.37832 -0.01 -0.07 0.12 0.218
H -0.96487 0.70040 -4.95731 0.02 0.19 -0.16 0.217
H 0.03874 1.65004 -3.08854 -0.31 0.78 0.53 0.204
H -0.63585 -1.01191 -3.23555 -0.45 -0.38 0.31 0.180
H 0.94686 0.01230 0.38708 -0.10 0.08 0.04 0.232
H 0.38561 -1.61034 0.03300 -0.01 -0.16 -0.13 0.209
H 2.13422 -1.25541 0.20978 0.07 -0.10 -0.05 0.203
H 1.58347 -1.59732 -3.93367 -0.03 0.01 -0.08 0.217
H 2.98865 -1.80677 -2.92213 0.17 -0.11 0.16 0.217
H 1.50912 -2.76502 -2.62273 0.01 -0.06 0.11 0.200
F -8.92465 -0.68758 1.15475 0.00 0.00 0.00 -0.341
C -7.75316 -0.20002 0.67290 0.08 0.03 -0.03 0.385
C -7.67232 0.14403 -0.65999 -0.09 0.00 -0.10 -0.296
C -6.47138 0.64532 -1.14504 0.01 -0.01 0.08 -0.188
C -5.37608 0.78868 -0.30443 0.06 0.04 -0.07 -0.228
C -5.48687 0.43019 1.03125 -0.05 -0.01 -0.04 -0.187
C -6.68338 -0.06555 1.53255 0.02 -0.02 0.13 -0.296
H -8.53539 0.01905 -1.30071 -0.01 0.00 0.02 0.219
H -6.38928 0.92626 -2.18688 0.00 -0.01 -0.01 0.219
H -4.43809 1.17774 -0.68731 -0.13 -0.08 0.05 0.255
H -4.63263 0.53556 1.68703 0.01 0.01 0.00 0.217
H -6.79088 -0.34521 2.57241 -0.02 -0.02 -0.01 0.219
F 0.65756 2.03117 2.07672 0.05 0.05 -0.03 -0.304
C 0.60737 1.76352 3.38584 -0.03 -0.04 0.05 0.413
C -0.59576 1.37025 3.93921 -0.13 -0.03 -0.01 -0.281
C -0.64439 1.08998 5.29635 0.07 0.02 0.00 -0.194
C 0.49576 1.21035 6.07986 0.00 -0.01 0.05 -0.244
C 1.69248 1.60939 5.50087 -0.06 -0.01 0.00 -0.197
C 1.75641 1.88595 4.14298 0.10 0.03 0.00 -0.288
H -1.47018 1.28783 3.30798 0.03 -0.01 -0.04 0.239
H -1.57796 0.77473 5.74340 -0.02 0.00 -0.01 0.211
H 0.45123 0.99228 7.13881 0.00 0.00 0.00 0.207
H 2.58276 1.70623 6.10840 0.02 -0.01 -0.01 0.209
H 2.67920 2.19072 3.66837 -0.02 0.00 -0.03 0.229
F 4.14847 -1.11180 -1.03718 0.26 -0.01 0.07 -0.306
C 5.39547 -1.26459 -0.57727 0.07 0.01 0.03 0.412
C 5.67399 -2.32068 0.26928 -0.05 -0.09 0.04 -0.287
C 6.96990 -2.47443 0.73929 0.02 0.06 -0.03 -0.195
C 7.96192 -1.57701 0.36834 0.04 -0.01 0.02 -0.243
C 7.65629 -0.52172 -0.48059 -0.02 -0.06 0.03 -0.194
C 6.36618 -0.36041 -0.96341 0.02 0.09 -0.06 -0.284
H 4.88304 -3.00322 0.54926 -0.02 0.01 -0.02 0.232
H 7.20496 -3.29954 1.39873 -0.01 -0.01 0.01 0.211
H 8.97051 -1.69982 0.74050 0.00 0.00 0.00 0.208
H 8.42597 0.18217 -0.76867 0.00 0.01 -0.02 0.211
H 6.10433 0.45045 -1.62936 -0.04 0.00 0.01 0.235

No. 3
87
Properties=species:S:1:pos:R:3:forces:R:3:lowdin_charge:R:1 method="wB97M-V/def2-TZVPD" total_energy_ha=-26275.606373 orbital_gap_ha=0.17176 total_charge=-2 homo_energy_ev=-5.7 lumo_ev=-1.0693 de_lowest_kj_mol=523.4
Zr -0.08082 2.28747 0.71372 0.02 -6.03 -5.08 2.348
P -0.95255 2.86733 3.37159 -1.31 -0.23 5.48 0.198
F -1.21273 1.52588 2.45407 -1.23 -1.50 -0.05 -0.229
F -1.26085 3.56558 1.90836 0.28 2.41 -1.21 -0.208
F -2.45400 3.01236 3.79050 0.47 -0.08 -0.65 -0.034
F -0.50804 4.25644 3.99667 -0.04 -0.72 -0.96 -0.057
F -0.58346 2.04356 4.67634 -0.21 0.13 -0.81 -0.062
F 0.56117 2.54273 2.80900 2.10 1.53 -0.89 -0.190
P 0.74698 -0.85350 0.76891 3.19 -3.07 -1.88 0.211
F 0.18556 -0.75663 2.28742 -0.19 -1.43 -0.71 -0.162
F 1.42084 0.61911 1.18576 1.34 3.36 0.91 -0.229
F 2.03659 -1.71319 1.11694 -0.69 0.95 0.89 -0.102
F 1.32566 -0.53768 -0.68738 -0.41 -0.63 0.73 -0.090
F -0.03646 -2.13021 0.26007 -0.62 0.85 1.02 -0.071
F -0.44552 0.17243 0.36065 -3.70 1.86 -0.38 -0.289
P 4.48316 1.95108 -0.72169 1.49 -3.32 -4.22 0.170
F 2.89282 1.72302 -1.00227 -0.40 1.05 0.97 -0.193
F 4.24985 3.52561 -0.50645 -0.42 0.09 0.71 -0.167
F 4.28797 1.50686 0.80538 -0.18 0.70 0.48 -0.162
F 6.07352 2.14407 -0.51647 -0.14 0.13 0.73 -0.169
F 4.69426 0.37170 -1.18804 0.08 0.18 1.93 -0.191
F 4.72483 2.15236 -2.33474 -0.46 1.82 0.25 -0.191
P 2.09021 -2.83179 -3.60883 3.51 3.47 -1.07 0.190
F 1.61941 -3.83751 -4.77182 0.49 -0.44 0.21 -0.162
F 2.46083 -1.65392 -4.71076 -1.39 -0.68 -1.08 -0.201
F 0.57332 -2.31465 -3.50990 -0.18 0.06 0.72 -0.164
F 2.65587 -1.68377 -2.56987 -1.49 -1.19 1.28 -0.203
F 1.91810 -3.93863 -2.46284 -0.33 -0.04 0.11 -0.157
F 3.70532 -3.17727 -3.75650 -0.60 -1.92 -0.16 -0.214
O -2.73676 3.49556 -6.79160 0.37 -0.67 0.40 0.156
C -2.18902 2.64845 -6.13489 -1.24 0.67 -0.92 -0.393
O -1.05507 2.77787 -5.50104 1.35 0.78 1.43 0.252
B -0.81281 1.61919 -4.65651 1.61 -2.32 -2.50 -0.832
O -1.71710 0.58622 -5.19760 -0.11 0.66 1.57 0.223
C -2.64093 1.20509 -5.89431 -1.75 -1.22 -1.40 -0.391
O -3.62196 0.67847 -6.36327 0.66 0.66 0.37 0.151
O 0.54902 0.96946 -4.78561 -1.47 2.02 0.87 0.247
C 1.16539 1.08230 -3.61974 2.24 -1.77 -0.40 -0.375
O 2.24118 0.64759 -3.35781 -0.56 1.15 0.25 0.205
C 0.19651 1.68911 -2.60201 -1.26 -0.49 -0.88 -0.239
O -0.92332 1.91164 -3.19636 0.31 0.58 1.56 0.254
O 0.37086 1.82637 -1.36301 -0.30 1.87 1.81 -0.095
O -5.29135 4.83979 -5.05363 -0.61 0.11 0.45 0.177
C -5.36347 4.15414 -4.07890 0.69 -0.49 -1.43 -0.389
O -4.83355 4.41432 -2.90269 0.94 0.35 1.53 0.232
B -4.76101 3.20878 -2.06770 -1.75 1.08 -1.93 -0.832
O -5.57764 2.23843 -2.80700 0.95 -0.42 1.90 0.236
C -5.83157 2.68846 -4.01825 -0.69 -0.48 -1.71 -0.385
O -6.28313 2.03316 -4.91364 -0.01 0.61 0.56 0.177
O -5.20335 3.50396 -0.71077 -0.43 -0.07 0.07 0.289
C -4.35713 3.02899 0.14174 0.36 -1.37 1.45 -0.401
O -4.45805 2.85702 1.32389 0.03 0.61 -0.10 0.147
C -3.11583 2.54676 -0.64447 -0.44 0.97 -0.67 -0.306
O -3.33935 2.75005 -1.87572 1.12 -0.87 0.41 0.302
O -2.04615 2.15333 -0.12475 1.18 0.69 0.35 -0.123
Br -1.52400 -2.99716 6.22718 0.14 0.26 -0.45 0.609
C -0.95815 -1.17926 5.77724 0.14 -0.03 -0.24 -0.707
C -0.67959 -0.42961 7.05695 -0.14 -0.10 -0.37 -0.692
Br 1.02345 -0.97361 7.87188 -0.54 0.34 -0.15 0.574
H -1.73046 -0.69382 5.17957 -0.44 -0.16 0.43 0.059
H -0.11518 -1.18136 5.08690 0.22 -0.51 0.31 -0.008
H -1.46580 -0.64533 7.77534 0.15 0.15 0.12 0.039
H -0.67794 0.62997 6.80603 0.40 0.06 0.36 0.045
Br 2.65670 -1.06011 4.51870 0.61 -0.45 -0.26 0.641
C 4.39436 -1.62246 3.77613 0.09 -0.31 -0.19 -0.660
C 5.51902 -1.00264 4.56679 -0.24 0.11 -0.14 -0.668
Br 5.74613 -1.81900 6.35408 -0.10 0.25 -0.51 0.548
H 4.39647 -1.34517 2.72145 0.03 0.58 0.15 0.043
H 4.52011 -2.70343 3.72139 -0.57 -0.08 0.50 0.052
H 5.31488 0.05423 4.71643 0.24 -0.04 0.17 0.047
H 6.46200 -1.14101 4.04284 0.01 -0.02 0.09 0.062
Br -2.51154 -0.87501 -2.06991 -0.33 -0.52 0.53 0.783
C -3.39451 -2.22803 -0.93649 -0.93 0.59 -0.08 -0.622
C -4.35152 -1.65473 0.10115 -0.03 0.50 -0.39 -0.644
Br -3.41622 -0.47550 1.33978 -0.32 -0.40 0.34 0.720
H -2.67061 -2.88124 -0.45812 0.23 0.11 -0.31 0.061
H -4.05008 -2.75186 -1.63084 0.38 -0.33 -0.09 0.057
H -4.90208 -2.44587 0.60966 0.56 -0.12 0.42 0.065
H -5.14574 -1.02405 -0.29511 0.31 0.08 -0.45 0.050
Br 1.11675 -6.39035 1.37143 0.40 0.29 -0.38 0.566
C 2.28400 -4.84425 0.99350 0.31 0.79 0.90 -0.688
C 3.64054 -5.19509 0.43726 1.11 0.12 -0.16 -0.611
Br 4.85568 -3.58745 0.35638 -0.85 -0.51 0.05 0.615
H 2.45765 -4.41746 1.98148 -0.05 -0.16 0.09 0.035
H 1.72279 -4.06350 0.48774 0.00 -0.52 -0.65 0.033
H 3.73007 -5.62171 -0.55756 -0.58 0.21 -0.08 0.054
H 4.21654 -5.82751 1.10860 -0.36 -0.14 0.12 0.034